[1]
The following is a DFT calculation (wB97M-V/def2-TZVPD) of 10 unconnected molecules or ions with the total composition C50H98F6O28.

Element x y z (Å)
C: -4.5473 -9.0441 2.2652
O: -5.1187 -7.7607 2.3606
C: -4.1764 -6.7368 2.1673
C: -4.8861 -5.3903 2.5404
O: -6.0826 -5.0782 1.8350
C: -5.9992 -5.1671 0.3945
C: -7.3010 -4.8286 -0.3034
O: -7.4927 -3.4199 -0.2796
C: -8.5334 -3.0541 -1.1448
H: -4.0991 -9.2206 1.2873
H: -5.2936 -9.7894 2.5401
H: -3.7619 -9.0430 3.0210
H: -3.7812 -6.7993 1.1534
H: -3.3138 -6.9467 2.7997
H: -4.2007 -4.5441 2.4923
H: -5.0405 -5.4524 3.6176
H: -5.7981 -6.1754 0.0323
H: -5.1606 -4.6184 -0.0342
H: -8.1182 -5.3627 0.1814
H: -7.1883 -5.2182 -1.3151
H: -8.8236 -2.0074 -1.0538
H: -9.4350 -3.6398 -0.9656
H: -8.2567 -3.2564 -2.1795
C: 7.8644 2.0821 6.2081
O: 7.9407 2.6638 4.8528
C: 7.0456 3.7651 4.6315
C: 7.1389 4.3226 3.2036
O: 6.9295 3.3778 2.2029
C: 6.6854 3.8731 0.9136
C: 5.4490 4.7391 0.6807
O: 4.1927 4.4019 1.1802
C: 3.6201 3.2202 0.6325
H: 6.9022 1.5755 6.2829
H: 7.9028 2.7862 7.0393
H: 8.5756 1.2731 6.3749
H: 7.1831 4.4745 5.4476
H: 6.0376 3.3960 4.8210
H: 8.1205 4.7791 3.0771
H: 6.4739 5.1854 3.1657
H: 6.5391 3.0124 0.2610
H: 7.5796 4.3458 0.5074
H: 5.4150 5.0098 -0.3746
H: 5.6365 5.6683 1.2186
H: 4.1773 2.3227 0.9008
H: 3.5859 3.2257 -0.4569
H: 2.5901 3.2124 0.9891
C: 3.7835 -0.2333 -6.8926
O: 3.3636 0.2925 -5.6507
C: 3.9472 -0.3132 -4.4528
C: 3.3412 0.2531 -3.2126
O: 1.9115 0.1972 -3.2718
C: 1.3284 -1.0050 -2.8150
C: -0.1915 -1.0345 -3.2193
O: -0.4315 -1.0663 -4.6264
C: -1.7449 -0.8334 -5.0528
H: 3.6868 -1.3164 -6.8174
H: 4.7973 0.1612 -6.9606
H: 3.0685 0.0528 -7.6640
H: 5.0362 -0.2755 -4.4808
H: 3.6729 -1.3664 -4.5135
H: 3.6226 1.2852 -3.0038
H: 3.7290 -0.2417 -2.3222
H: 1.4087 -1.0895 -1.7313
H: 1.8152 -1.8382 -3.3217
H: -0.6312 -0.0835 -2.9187
H: -0.7651 -1.7765 -2.6639
H: -2.4250 -1.6267 -4.7426
H: -1.8813 -0.8762 -6.1334
H: -2.1869 0.0559 -4.6034
C: 2.6002 3.4955 4.8516
O: 1.6769 2.4843 4.5607
C: 2.2487 1.1733 4.1834
C: 1.0435 0.3175 4.2939
O: 1.2931 -0.9469 3.7515
C: 0.2462 -1.8854 4.0247
C: -1.0747 -1.5729 3.2563
O: -1.8122 -0.6106 3.9363
C: -3.0111 -0.2101 3.2777
H: 3.0564 3.3164 5.8252
H: 2.1110 4.4531 5.0300
H: 3.4139 3.5766 4.1308
H: 3.0695 0.8373 4.8170
H: 2.5676 1.2018 3.1415
H: 0.1727 0.8442 3.9036
H: 0.8770 0.1891 5.3634
H: 0.0476 -1.9618 5.0937
H: 0.5645 -2.8723 3.6889
H: -1.7076 -2.4572 3.1805
H: -0.7261 -1.2157 2.2873
H: -3.7047 0.1733 4.0260
H: -3.6171 -1.0458 2.9277
H: -2.7664 0.5047 2.4921
C: 3.1377 -0.8698 1.1347
O: 4.0854 -1.1349 0.0931
C: 4.8794 -2.3019 0.2148
C: 5.3122 -2.7575 -1.1718
O: 5.9545 -1.7868 -2.0340
C: 7.0114 -1.0276 -1.4877
C: 8.0571 -0.5256 -2.5101
O: 7.4410 0.4585 -3.2841
C: 8.2075 0.7409 -4.4270
H: 3.5912 -0.9877 2.1188
H: 2.1903 -1.4001 1.0375
H: 2.8325 0.1758 1.1755
H: 4.3803 -3.1035 0.7593
H: 5.7272 -2.0640 0.8573
H: 4.4521 -3.1063 -1.7435
H: 6.0087 -3.5852 -1.0385
H: 7.6072 -1.5427 -0.7342
H: 6.6100 -0.0952 -1.0906
H: 8.3821 -1.3762 -3.1093
H: 8.9468 -0.0900 -2.0554
H: 8.1454 -0.0855 -5.1349
H: 9.2524 0.9275 -4.1791
H: 7.7770 1.6182 -4.9098
C: 0.1826 1.6518 -0.2048
C: -0.6950 0.4308 0.1509
O: -1.8346 0.2278 -0.7004
C: -2.6259 -0.8683 -0.4974
O: -2.4875 -1.6118 0.4774
C: -3.9035 -1.1678 -1.3856
F: -5.0278 -0.6416 -0.8184
F: -3.7751 -0.5383 -2.5443
F: -4.0464 -2.4556 -1.6576
H: -0.4771 2.4815 -0.4586
H: 0.7256 1.4240 -1.1220
H: 0.7591 1.8975 0.6871
H: -1.0704 0.6464 1.1513
H: 0.0152 -0.3955 0.1769
C: -3.9858 2.5813 -4.0824
C: -3.0380 2.6363 -2.9272
O: -3.7251 2.5380 -1.6813
C: -3.5616 3.4093 -0.6516
O: -2.6351 4.2238 -0.5697
C: -4.6595 3.2612 0.5337
F: -4.0533 3.3503 1.7070
F: -5.6236 4.1513 0.4369
F: -5.2155 2.0265 0.4328
H: -4.6811 1.7449 -4.1529
H: -3.4016 2.6914 -4.9960
H: -4.5486 3.5124 -4.0160
H: -2.3186 3.4505 -3.0135
H: -2.4346 1.7342 -2.8256
C: 0.2987 4.7814 1.5323
C: -0.4080 5.7626 2.4442
C: -0.7066 7.1884 1.9024
O: -1.9855 7.4290 2.3170
C: -2.6209 6.3255 2.3704
O: -3.8589 6.1520 2.4029
O: -1.7474 5.3441 2.5339
H: -0.1606 4.5950 0.5616
H: 0.5029 3.7798 1.9108
H: 1.2737 5.2037 1.2890
H: 0.0446 5.7904 3.4354
H: -0.5716 7.2906 0.8257
H: 0.0068 7.8466 2.3983
C: -7.3360 -0.2941 -3.2075
C: -8.2039 0.9875 -3.1262
C: -8.9147 1.3291 -1.8200
O: -8.4661 2.5769 -1.5250
C: -7.4844 2.9496 -2.3175
O: -6.8464 3.9671 -2.2395
O: -7.3681 2.0964 -3.3154
H: -7.9193 -1.2124 -3.1390
H: -6.6894 -0.2924 -2.3299
H: -6.8111 -0.3600 -4.1605
H: -8.9129 1.0528 -3.9515
H: -8.7369 0.6342 -0.9994
H: -9.9551 1.2882 -2.1424
C: 1.5075 -4.1139 -0.9102
C: 0.1111 -3.7317 -0.3874
C: -0.9899 -4.6437 -0.9315
O: -1.6465 -5.0587 0.2692
C: -1.0032 -4.6393 1.3665
O: -1.3265 -4.8629 2.5288
O: 0.0989 -3.9771 0.9853
H: 2.2585 -3.4387 -0.5001
H: 1.3387 -4.0906 -1.9868
H: 1.7029 -5.1443 -0.6132
H: -0.1235 -2.6795 -0.5486
H: -0.4596 -5.4380 -1.4569
H: -1.7387 -4.1353 -1.5389

Forces on the atoms, in the same order (eV/Å):
0.24 0.67 0.76
-0.88 -0.13 -0.30
-0.75 0.46 0.04
1.10 -0.55 -0.29
0.08 -0.42 -0.83
0.05 -0.62 0.48
0.93 0.62 0.96
-0.23 -0.11 -0.13
-0.44 -0.28 -0.25
-0.09 -0.18 -0.21
0.01 0.10 -0.28
0.40 -0.61 0.04
-0.07 0.36 -0.40
0.18 0.52 0.41
0.43 0.00 -0.59
-0.96 -0.14 -0.09
0.06 -0.60 0.59
0.03 0.71 0.26
-0.24 0.07 0.08
-0.15 0.19 -0.38
0.41 0.03 0.27
-0.20 -0.15 0.22
0.12 0.07 -0.30
-1.19 -0.11 -0.97
0.50 0.21 0.69
-0.12 -2.10 0.69
1.14 0.55 2.10
-1.36 0.39 -0.75
1.11 -2.90 -0.30
-1.64 3.17 1.31
1.47 -1.19 -0.49
-0.96 0.19 -0.38
-0.32 0.08 0.03
0.32 0.44 -0.33
0.46 0.50 -0.61
0.32 0.85 -0.56
-0.47 -0.09 -0.32
0.48 -0.04 -0.28
-0.55 -0.01 -0.43
0.10 -0.49 0.35
-0.18 0.91 0.21
0.13 -0.66 -0.35
0.17 0.25 -0.07
0.15 -0.08 0.48
0.17 0.32 -0.22
0.25 -0.30 0.15
-0.10 -0.21 1.59
-0.56 0.67 1.80
-0.58 -0.34 -2.25
-0.49 0.36 0.49
-0.11 0.38 0.46
-1.13 -0.03 -1.63
0.09 1.74 -0.49
1.31 -0.78 -0.10
-0.98 -0.64 0.76
0.65 -0.34 -0.32
0.22 -0.55 -1.20
0.36 0.52 0.04
0.16 0.27 0.22
0.09 -0.40 0.13
-0.21 0.34 -0.60
0.01 -0.64 -0.02
0.02 -0.18 0.25
0.13 -0.37 0.24
0.09 0.31 0.53
0.13 -0.67 -0.06
-0.03 -0.47 0.46
0.83 0.53 -0.03
0.21 0.50 -0.24
0.32 -0.25 1.04
0.78 -0.76 -0.60
-0.79 1.88 -0.19
-0.29 -0.65 1.24
-0.28 -0.58 -0.57
-1.07 -0.11 -0.59
1.23 -0.37 0.66
-0.66 0.92 0.51
-0.12 -0.44 0.77
0.39 -0.32 0.21
-0.35 -0.05 -0.65
-0.01 0.14 -0.42
0.03 0.24 0.20
0.34 0.22 -0.16
-0.02 -0.18 -0.33
-0.41 0.08 0.28
0.03 0.23 0.20
0.30 0.15 -0.11
0.34 -0.34 -0.37
-0.33 -0.14 -0.35
0.49 0.76 0.10
0.51 -0.40 -0.66
-0.43 0.05 -0.08
0.60 0.12 0.22
-1.03 0.61 -0.03
0.13 0.72 0.13
0.66 0.34 -0.18
-0.08 -0.20 0.24
0.93 0.82 -0.09
-1.24 -0.98 0.11
-0.18 0.31 -0.28
-0.36 0.25 -0.46
-0.12 -0.65 0.13
0.19 -0.59 0.07
0.28 0.32 -0.77
-0.39 -0.26 -0.30
0.42 0.08 -0.06
0.03 0.07 0.00
0.01 -0.28 0.06
-0.32 -0.34 0.33
-0.23 0.01 0.58
0.06 -0.13 -0.33
0.08 -0.15 0.59
0.15 -0.17 -0.10
0.16 0.07 0.04
0.09 0.03 0.07
-1.80 -0.53 -1.15
0.69 0.83 1.26
-1.19 -1.06 -1.42
0.56 -1.05 3.61
0.06 1.24 -2.39
0.13 2.03 -0.23
1.27 -1.11 0.10
0.17 0.32 -0.87
0.01 0.11 0.75
0.04 0.27 0.22
0.61 0.15 0.23
0.23 -0.15 -0.30
-0.09 -0.51 0.07
-0.65 -0.63 -0.02
-0.17 1.24 -0.20
1.37 -1.57 0.30
-1.52 1.56 2.36
1.79 1.12 -0.66
-2.23 -1.82 -0.07
0.74 -0.89 -1.46
-0.03 0.00 -0.15
0.27 0.13 0.04
0.13 0.34 0.17
0.28 -0.04 0.29
0.04 -0.32 -0.10
-0.49 -0.11 -0.15
-0.43 0.38 0.39
0.33 -0.13 -0.69
1.12 0.23 -0.72
-0.89 -0.09 -1.18
3.66 -0.28 0.24
-0.31 3.83 -0.53
-6.05 -3.17 1.28
4.27 0.93 -0.29
-0.70 -2.49 0.53
-0.60 0.48 0.14
-0.31 0.19 0.77
0.35 0.12 0.02
-0.02 0.00 0.09
-0.28 -0.16 -0.12
-0.33 0.50 -0.14
-0.93 0.40 0.48
0.47 -1.54 -1.07
-0.97 -2.54 -1.19
-0.37 1.86 2.06
1.07 2.25 -0.75
-0.45 -0.81 0.33
1.38 -0.06 -0.82
-0.32 0.18 0.02
0.32 0.00 -0.34
0.23 0.30 0.19
-0.10 -0.42 -0.05
0.08 0.00 0.01
-0.36 0.45 0.96
-1.62 0.23 0.05
0.92 0.05 -0.68
0.33 0.64 0.56
-0.71 -0.73 -0.08
-0.43 -0.66 2.17
0.72 0.53 -2.95
0.02 0.38 1.78
0.08 -0.03 -0.45
0.95 0.21 -0.24
0.12 0.03 0.02
0.11 0.12 -0.05
-0.75 -0.54 0.04
0.21 -0.15 -0.16

Computed properties:
Net charge: +1
Frontier orbital gap (alpha / beta) (eV): 7.83 / 1.30
HOMO (alpha / beta) (eV): -10.4 / -10.4
LUMO (alpha / beta) (eV): -2.616 / -9.143
Spin multiplicity: 2

---

[2]
The following is a DFT calculation (wB97M-V/def2-TZVPD) of 4 unconnected molecules or ions with the total composition C6H21NO4.

Element x y z (Å)
C: -1.0423 -2.0110 -1.8767
C: -0.6476 -1.3966 -0.5204
C: -1.3025 -2.1282 0.6366
C: 0.8705 -1.4107 -0.3772
C: 1.6196 -0.5269 -1.4126
N: 2.4953 0.5192 -0.9043
C: 1.8383 1.6921 -0.3609
O: 0.6632 1.4268 0.3942
H: -1.8697 -2.7163 -1.8135
H: -1.4089 -1.2506 -2.5779
H: -0.2541 -2.5281 -2.4012
H: -0.8956 -0.3470 -0.5112
H: -1.5801 -1.4652 1.4695
H: -2.3124 -2.4924 0.3968
H: -0.7513 -2.9642 1.0490
H: 1.2210 -2.4324 -0.5611
H: 1.2132 -1.1614 0.6297
H: 0.9273 -0.1112 -2.1508
H: 2.2672 -1.1866 -1.9886
H: 3.1304 0.1294 -0.2196
H: 1.6127 2.3392 -1.2032
H: 2.5052 2.1644 0.3496
H: -0.1729 1.6628 -0.0490
O: -2.0968 2.2205 2.1418
H: -1.2148 2.5621 2.3470
H: -2.1734 1.4186 2.6892
O: -1.7286 2.3560 -0.6070
H: -2.2068 2.2478 0.2389
H: -2.2233 1.8699 -1.2762
O: 0.9190 1.1434 3.1279
H: 1.8251 0.8144 3.0848
H: 0.7731 1.5623 2.2565

Forces on the atoms, in the same order (eV/Å):
-0.79 0.51 -0.50
0.71 -0.68 -0.15
-1.62 0.49 0.74
0.64 -0.20 -0.35
0.19 -0.37 -0.12
-0.21 0.28 0.57
-0.21 -0.56 -0.24
-0.15 -0.05 0.34
-0.02 -0.08 0.30
0.17 0.03 0.09
0.52 -0.17 0.04
-0.58 0.29 0.08
0.74 0.09 0.00
0.31 -0.21 -0.42
0.33 -0.14 -0.12
-0.15 -0.13 0.17
-0.27 0.18 0.00
-0.05 0.22 0.16
0.04 -0.02 -0.15
-0.05 -0.08 -0.01
-0.20 0.36 0.04
0.43 0.30 -0.23
0.24 0.20 -0.33
0.06 -0.37 0.36
-0.19 -0.07 0.01
0.10 0.43 -0.31
-0.16 -0.15 -0.04
0.16 0.03 -0.11
-0.01 0.08 0.11
0.02 0.33 0.00
-0.22 0.06 0.03
0.20 -0.57 0.02

Computed properties:
Frontier orbital gap (eV): 9.49
Relative energy (zero: lowest compared OMol25 entry of this formula, charge and spin) (kJ/mol): 58.36
HOMO (eV): -9.0
SMILES: CC(C)CCNCO.O.O.O
LUMO (eV): 0.532

---

[3]
The following is a DFT calculation (wB97M-V/def2-TZVPD) of a gas-phase ion, C5H14N2 (charge +1).

Element x y z (Å)
N: -1.0905 -3.0409 1.0117
C: -0.1940 -2.8005 -0.1379
C: 0.4582 -1.4800 0.0098
N: -0.3904 -0.3367 -0.2949
C: 0.0997 0.9396 0.2516
C: -0.1209 2.1141 -0.7085
C: 0.2437 3.4099 -0.0091
H: -0.6629 -2.8854 1.9202
H: -1.2510 -4.0488 0.9867
H: -0.7450 -2.7954 -1.0827
H: 0.5837 -3.5721 -0.3109
H: 1.3840 -1.4393 -0.6287
H: 0.9754 -1.3806 0.9892
H: -0.5685 -0.2144 -1.2933
H: -0.3320 1.0780 1.2438
H: 1.1756 0.9388 0.4081
H: 0.5584 2.0485 -1.5756
H: -1.0938 2.1353 -1.2317
H: -0.2922 3.6369 0.9131
H: 1.2764 3.5207 0.2978
H: -0.0141 4.1722 -0.7587

Forces on the atoms, in the same order (eV/Å):
0.28 -0.83 -0.95
-0.08 -0.68 0.00
1.22 0.14 0.65
3.47 0.71 0.10
-1.03 0.54 -0.88
0.21 -0.28 -0.23
-0.82 0.99 -0.41
0.28 0.24 -0.20
-0.53 0.26 0.24
-0.37 -0.09 0.19
-0.19 0.29 0.42
-0.87 0.31 -0.34
-0.92 0.26 -0.16
-1.05 -0.49 0.05
-0.29 0.09 0.05
0.31 -0.81 0.21
0.14 -0.41 0.38
-0.06 0.06 0.92
-0.52 -0.25 -0.18
0.43 -0.29 -0.46
0.38 0.24 0.59

Computed properties:
Net charge: +1
Frontier orbital gap (alpha / beta) (eV): 10.98 / 5.68
Relative energy (zero: lowest compared OMol25 entry of this formula, charge and spin) (kJ/mol): 119.10
HOMO (alpha / beta) (eV): -13.9 / -13.7
LUMO (alpha / beta) (eV): -2.909 / -7.992
Spin multiplicity: 2